Molecular formula: C30H39F13N3O2S2
Method: DFT, ωB97M-V with the def2-TZVPD basis set

Each line ends with the Mulliken charge.
CARTESIAN COORDINATES (ANGSTROEM)
1 S 3.18327 -5.10673 1.01854  1.124
2 S 2.17556 2.06657 -5.95507  -0.148
3 F 3.74278 -6.73129 0.77799  -0.279
4 F 4.84302 -4.62894 0.93489  -0.283
5 F 2.84760 -3.45395 1.48405  -0.298
6 F 3.37112 -5.41673 2.73055  -0.311
7 F -1.29322 -5.76744 -1.66093  -0.286
8 F 1.38154 -7.15038 -0.89113  -0.245
9 F 0.58821 -2.71522 -0.22763  -0.273
10 F -0.55797 -6.93638 0.44345  -0.273
11 F 1.44254 -6.81209 2.13499  -0.251
12 F 0.73861 -4.56791 2.04199  -0.208
13 F -1.06593 -2.95951 -1.91129  -0.362
14 F 0.77233 -4.91176 -2.42790  -0.280
15 F 3.07575 -4.76903 -0.64591  -0.269
16 O 5.10777 2.49018 -5.21334  -0.275
17 O -0.86414 1.77888 2.72006  -0.130
18 N 5.40619 0.46158 -3.81975  -0.394
19 N -2.09373 -0.26506 2.37478  0.603
20 N 4.09509 0.45030 -4.29182  -0.126
21 C 2.98241 3.82325 0.61750  -0.654
22 C -0.58376 1.84603 -4.88715  -0.618
23 C 2.30907 2.50398 -0.08567  0.231
24 C 0.84296 1.04687 -5.05658  -0.245
25 C 0.44134 4.35384 4.19087  0.624
26 C 1.49904 5.39553 4.90628  -1.246
27 C -0.02527 -5.10556 -1.15769  0.419
28 C -0.48999 -3.62442 -0.67936  0.880
29 C -2.45435 -1.12000 1.17939  1.106
30 C -0.78466 0.31688 2.86173  -1.019
31 C 0.60655 -6.12517 -0.09126  0.526
32 C -1.05935 5.01979 4.03019  -0.922
33 C -3.14286 0.08356 3.22194  -0.162
34 C 1.01915 3.68033 2.78840  0.171
35 C 1.39968 -5.61086 1.20719  0.697
36 C -4.61367 -0.46382 2.73960  -0.691
37 C -2.90383 1.41720 -3.44047  -0.911
38 C 2.80647 1.81572 -1.50227  -0.298
39 C 1.00711 1.83203 0.66188  0.131
40 C 0.32244 2.34557 2.06066  0.110
41 C -1.71261 -2.55391 1.56107  -1.159
42 C 3.86941 1.69460 -5.16074  0.400
43 C -4.04354 -1.39534 1.47363  -0.755
44 C -3.53811 1.10774 -1.92410  -0.646
45 C -1.25911 1.69785 -3.37936  0.265
46 C -1.98680 -0.30853 -0.16594  -0.352
47 C 2.33901 4.38740 2.04468  -0.569
48 C -3.02162 -0.40557 -1.43373  -0.557
49 C -1.79007 -3.68100 0.37305  -0.816
50 C 6.07644 1.71264 -4.37363  0.014
51 H 2.87338 5.36159 2.47743  0.166
52 H -3.42762 2.32538 -3.97171  0.359
53 H -4.84932 -1.16213 0.65777  0.286
54 H -1.29675 1.48081 -5.74129  0.309
55 H 1.57581 6.39752 4.28789  0.265
56 H -0.34255 2.99606 -5.09785  0.336
57 H 7.20515 1.97799 -4.13970  0.342
58 H -4.35562 -2.50325 1.79011  0.394
59 H -5.32111 -0.98918 3.51419  0.348
60 H -1.87938 0.83879 0.14367  0.379
61 H -4.71160 1.16198 -2.04349  0.309
62 H -3.01760 0.46160 -4.14465  0.339
63 H -0.74435 0.09932 4.03471  0.390
64 H 0.31377 3.44850 4.95781  0.159
65 H -3.90023 -1.16799 -1.30468  0.506
66 H -1.92918 -4.77093 0.83799  0.397
67 H 3.59093 0.94091 -1.32522  0.279
68 H 0.51493 0.88820 0.14371  -0.202
69 H -1.89290 4.16528 4.05352  0.158
70 H 3.89206 4.38383 0.13512  0.298
71 H -2.84493 0.75093 4.13643  0.367
72 H 1.84086 1.27749 -1.95069  -0.190
73 H -1.17440 5.73199 3.10241  0.261
74 H -2.34407 -2.99250 2.47436  0.354
75 H -3.18656 1.96037 -1.20163  0.285
76 H 2.57690 4.89059 4.81729  0.347
77 H -0.62533 -2.38104 2.00113  0.339
78 H 3.17139 2.62967 -2.25984  0.300
79 H 0.70654 0.04988 -5.67886  0.387
80 H 1.33250 0.74882 -4.02191  0.006
81 H -2.37817 -0.80648 -2.35592  0.100
82 H -2.80752 -3.47630 -0.21357  0.392
83 H -5.13761 0.55085 2.39368  0.313
84 H -0.67756 0.83805 -2.81207  -0.343
85 H -0.90524 -0.61871 -0.55090  -0.151
86 H 0.17726 -0.17552 2.41243  0.478
87 H 1.30447 5.56163 6.05337  0.345
88 H -1.03793 2.69621 -2.79806  0.255
89 H -1.29628 5.68810 4.99033  0.346

Highest occupied orbital energy ... -10.1815 eV
Net charge ... +1
SMILES ... Cc1ccc(C(C)C)c(OC[N+]2=CCC[C@]2(CCCCCCCSc2nnco2)CCC(F)(F)C(F)(F)C(F)(F)C(F)(F)S(F)(F)(F)(F)F)c1
Spin multiplicity ... 1
Energy ... -97270.0145 eV

Molecular formula: C34H59BiN6O5P2SSe2
Method: DFT, ωB97M-V with the def2-TZVPD basis set

Each line ends with the Mulliken charge.
CARTESIAN COORDINATES (ANGSTROEM)
1 Bi 1.26543 0.38703 -0.36571  1.271
2 Se 5.46884 -0.10345 1.12282  -0.102
3 Se 3.77147 -1.24307 0.07680  0.119
4 S 2.18771 1.90107 2.07233  0.998
5 P -1.53773 2.27161 1.24645  -1.178
6 P -0.36290 -2.71949 -0.74460  -0.193
7 O 2.41830 2.47521 0.72189  -0.417
8 O 1.84654 0.39603 1.71472  -0.436
9 O 0.99694 2.47192 2.69363  -0.735
10 O -0.68209 1.48315 0.27939  -0.822
11 O 3.34891 1.92591 2.92366  -0.676
12 N 4.82724 1.50070 -1.08543  -0.032
13 N -1.14745 3.87698 1.20832  0.994
14 N -3.13058 2.43110 0.73417  0.303
15 N 0.36643 -1.47070 -0.16720  0.382
16 N -1.82981 1.40905 2.62093  1.224
17 N 3.48954 -1.23075 -2.61940  0.237
18 C -1.43659 -3.56431 -3.33170  -2.056
19 C 4.73302 2.64894 -1.75318  -0.197
20 C 0.13312 4.45625 0.77357  -0.263
21 C 5.12342 -1.58207 -4.32707  -0.798
22 C -1.42163 6.14513 1.64228  -0.786
23 C -0.26198 -2.84881 -2.65136  2.970
24 C 5.77055 -1.67217 -2.02678  -0.620
25 C -2.30825 -2.23027 1.20194  -2.665
26 C -0.10291 5.97788 0.86575  -0.608
27 C 0.37864 -4.02941 1.57317  -1.784
28 C -4.06448 1.29009 0.80593  0.371
29 C -4.98353 1.44000 -0.40982  -0.771
30 C 6.10879 -1.75904 -3.36462  -0.438
31 C 5.70488 3.88177 0.03274  -0.321
32 C 5.33159 1.54630 0.13005  0.494
33 C 3.83135 -1.32635 -3.90513  -0.321
34 C 4.44708 -1.40038 -1.71516  0.227
35 C 0.99864 -3.57476 -3.13606  -2.077
36 C -0.31623 -5.57671 -0.27715  -1.714
37 C -3.40923 3.21032 -0.48208  -0.413
38 C 0.39176 -4.26026 0.05329  2.211
39 C -3.13548 -3.77337 -0.53905  -1.884
40 C -3.08879 0.63784 4.40626  -0.821
41 C -2.20377 -2.58187 -0.29121  2.770
42 C -0.14908 -1.41519 -3.19333  -1.371
43 C -1.67230 4.76764 2.24772  -0.580
44 C -4.87773 2.92428 -0.75169  -0.796
45 C -1.84880 -0.27049 4.28858  -0.431
46 C -2.74551 -1.35584 -1.04524  -2.307
47 C 5.79395 2.70224 0.74407  -0.729
48 C -0.93809 0.42259 3.25600  -0.352
49 C 1.87542 -4.39321 -0.34460  -1.942
50 C 5.15730 3.86150 -1.24255  -0.808
51 C -2.66121 1.92821 3.71150  -0.921
52 H -1.26345 -5.67979 0.24388  0.290
53 H -1.21097 -3.63651 -4.39916  0.552
54 H -2.21645 -3.10746 1.83804  0.515
55 H -1.11850 4.63900 3.18438  0.327
56 H -3.40391 0.80273 5.43585  0.448
57 H -1.32831 -0.35309 5.24195  0.412
58 H -1.37476 6.92824 2.39812  0.416
59 H -0.49631 -5.69825 -1.34625  0.257
60 H 2.34207 -3.42559 -0.51892  0.025
61 H -6.00276 1.12125 -0.19311  0.477
62 H 0.80567 -0.97768 -2.89807  -0.233
63 H -4.64566 1.34200 1.73186  0.239
64 H -3.15243 -4.12664 -1.56447  0.229
65 H -2.13413 -0.47172 -0.85183  0.199
66 H -3.29673 -1.80197 1.38847  0.756
67 H -0.16696 6.43960 -0.11915  0.251
68 H -1.56406 -4.58126 -2.96239  0.237
69 H 4.29901 2.58469 -2.74464  0.392
70 H 0.99968 -4.79397 2.04468  0.629
71 H 0.94626 4.15436 1.42255  0.016
72 H 2.41536 -4.86536 0.47804  0.595
73 H -2.72924 4.57092 2.42565  0.283
74 H 7.13082 -1.96503 -3.65557  0.410
75 H -4.61109 0.84679 -1.24773  0.154
76 H 2.01700 -5.01014 -1.22628  0.240
77 H 3.02975 -1.18268 -4.62099  0.445
78 H 0.95388 -4.64465 -2.94301  0.260
79 H 5.05700 4.76621 -1.82532  0.417
80 H -3.53307 0.33975 0.81074  -0.472
81 H 6.50355 -1.79681 -1.24288  0.487
82 H 6.16959 2.67641 1.75751  0.339
83 H 0.78403 -3.04860 1.82280  0.298
84 H -3.49389 2.51636 3.33116  0.463
85 H 1.05866 -3.44303 -4.22047  0.629
86 H -2.06077 2.55113 4.38432  0.485
87 H -3.92493 0.20318 3.85663  0.190
88 H -2.12800 -1.27633 3.97490  0.121
89 H 6.04325 4.80928 0.47493  0.388
90 H -3.75495 -1.15730 -0.67782  0.886
91 H -5.16684 3.15475 -1.77639  0.420
92 H -2.90278 -4.61388 0.10864  0.440
93 H 0.36973 4.11453 -0.23269  0.136
94 H -2.82021 -1.50596 -2.11907  0.177
95 H -2.38387 -3.04194 -3.23828  0.347
96 H 0.31899 -6.40620 0.04350  0.510
97 H -0.95045 -0.75649 -2.86685  0.141
98 H -5.49901 3.51276 -0.07273  0.315
99 H 0.72746 6.44411 1.39495  0.369
100 H -0.10669 0.91695 3.74831  0.491
101 H -1.55557 -1.49898 1.48871  0.214
102 H 1.90722 -3.16419 -2.70402  0.201
103 H -2.23642 6.38371 0.95683  0.246
104 H -0.51874 -0.24619 2.50832  -0.390
105 H -0.61741 -4.11234 1.99886  0.276
106 H -3.20082 4.26660 -0.32404  0.162
107 H -4.15132 -3.45357 -0.28822  0.473
108 H 5.35168 -1.64180 -5.38167  0.434
109 H -0.16616 -1.45578 -4.28618  0.587
110 H -2.79376 2.86716 -1.32427  0.197

Highest occupied orbital energy ... -7.9315 eV
Spin multiplicity ... 1
Energy ... -221342.6012 eV

Molecular formula: C4H31N2O13
Method: DFT, ωB97M-V with the def2-TZVPD basis set

Each line ends with the natural charge from an NBO analysis.
CARTESIAN COORDINATES (ANGSTROEM)
1 O -0.84599 4.39589 1.07082  -0.958
2 O 1.25965 -1.99603 2.35503  -0.981
3 O 0.84675 -3.09650 0.04578  -1.033
4 O 0.76325 2.97903 2.59412  -0.958
5 O 1.94397 0.71412 3.30909  -1.020
6 O -2.74329 2.22448 0.17090  -0.678
7 O 0.00264 3.50381 -1.22039  -0.974
8 O -1.63896 -4.12074 -0.86946  -0.968
9 O 1.24248 -1.37142 -2.06004  -0.945
10 O -2.87861 -0.20939 -3.23052  -0.957
11 O 3.79968 -0.91559 -0.76375  -0.976
12 O -0.45216 -2.97416 -3.10516  -1.050
13 O 2.55151 0.77169 0.71839  -0.984
14 N -1.79453 0.03097 2.39207  -0.855
15 N -0.92619 1.03405 -0.58306  -0.707
16 C -2.01404 1.28306 0.21888  0.682
17 C -2.48715 0.01763 1.16254  -0.297
18 C 0.79646 -0.14431 -1.87145  -0.005
19 C -0.18626 -0.18954 -0.51696  -0.315
20 H 3.00742 -1.06003 -1.38942  0.521
21 H -2.54696 0.06189 -2.33889  0.485
22 H 1.61604 2.43892 2.44622  0.512
23 H 1.68679 -0.21524 3.38656  0.498
24 H 1.14928 -2.53903 -0.79057  0.514
25 H -2.44198 -0.87610 0.58428  0.202
26 H -0.55937 1.87724 -1.14411  0.443
27 H -2.29553 0.32664 -3.86297  0.472
28 H 2.15228 -1.87323 2.23479  0.449
29 H 1.80704 0.86785 0.18575  0.478
30 H -0.73151 -0.17677 2.38093  0.392
31 H 1.67926 0.56385 -1.72201  0.113
32 H -1.60673 3.96316 1.03200  0.475
33 H -2.38179 -3.72673 -1.13888  0.460
34 H -0.73171 4.00017 -1.61403  0.470
35 H -3.58642 0.28264 1.37668  0.194
36 H -1.93024 0.89327 2.91270  0.354
37 H 0.21451 0.27154 -2.69137  0.120
38 H 3.07309 0.16170 0.24504  0.496
39 H -0.16990 3.81251 1.49676  0.502
40 H 0.51722 -0.48963 0.33199  0.225
41 H 1.13403 -2.78527 1.76705  0.517
42 H 0.36454 -2.31634 -2.87139  0.515
43 H 0.38994 2.64410 3.33752  0.480
44 H -0.18849 3.67941 -0.23916  0.491
45 H 0.06078 -3.45077 -0.28118  0.477
46 H -0.86808 -1.11140 -0.71829  0.198
47 H 2.31441 0.87254 2.43016  0.493
48 H 3.73125 -1.72673 -0.25680  0.470
49 H -0.95256 -3.90950 -1.51421  0.499
50 H -1.14582 -2.39768 -3.39198  0.465

Highest occupied orbital energy ... -5.6220 eV
Net charge ... -1
Spin multiplicity ... 1
Energy ... -34250.0519 eV

Molecular formula: C2H2BrF2O3S
Method: DFT, ωB97M-V with the def2-TZVPD basis set

Each line ends with the natural charge from an NBO analysis.
CARTESIAN COORDINATES (ANGSTROEM)
1 Br 2.10111 1.90696 0.28538  -0.264
2 S -0.86926 -0.96787 0.36682  2.354
3 F 3.36440 -0.10415 -0.85124  -0.422
4 F 1.27921 -0.66980 -0.00013  -0.485
5 O -0.79221 -2.06220 -0.54288  -0.889
6 O -0.70357 -1.12395 1.75285  -0.924
7 O -2.34619 -0.32439 0.17271  -0.727
8 C 2.01655 0.28829 -0.88579  0.236
9 C -1.33185 0.64275 -0.02491  -0.305
10 H -1.30300 0.92230 -1.07337  0.208
11 H -1.41519 1.49205 0.80056  0.219

Highest occupied orbital energy ... -3.9319 eV
Net charge ... -1
Spin multiplicity ... 1
Energy ... -94558.7810 eV